Entry 1:
Molecular formula: C5H15N
Method: DFT, the ωB97M-V functional and the def2-TZVPD basis

* E_tot: -6917.5478 eV
* E_HOMO: -9.319 eV
* LUMO: 0.853 eV
* energy relative to the best compared isomer or geometry (same formula, charge and spin): 70.7 kJ/mol
* HOMO-LUMO gap: 10.171 eV
* structure (SMILES): CCC.CCN
* spin multiplicity: 1

Structure (XYZ):
```
21
Properties=species:S:1:pos:R:3:forces:R:3
C -1.29085 1.42652 -1.39663 -0.6 -2.0 -0.1
C -2.54141 1.64720 -2.22921 -0.2 1.0 -0.8
C -2.45087 3.01243 -2.96831 -0.4 -0.3 0.4
H -0.55573 1.10879 -2.14451 0.4 0.3 0.5
H -0.92445 2.22760 -0.76917 -0.1 0.4 -0.1
H -1.49717 0.54561 -0.75464 0.5 0.4 -0.1
H -2.67423 0.81038 -2.94014 0.3 0.4 0.2
H -3.48136 1.66758 -1.68444 0.1 -0.1 0.5
H -2.99094 3.74421 -2.35881 0.0 0.1 -0.3
H -2.91729 2.94288 -3.94987 0.1 0.3 0.0
H -1.43239 3.39860 -3.04746 0.0 -0.3 -0.2
C 2.05216 -3.26089 2.90229 0.4 -1.8 -1.9
C 2.28167 -1.77598 2.76880 -1.0 1.2 1.5
N 2.93913 -1.40987 1.52884 -0.3 0.0 -0.9
H 2.28102 -3.72464 1.91985 0.4 0.4 0.1
H 1.04685 -3.67480 2.93918 -0.4 0.7 0.9
H 2.71251 -3.84155 3.54640 -0.1 0.5 0.4
H 2.88106 -1.38670 3.59897 0.3 -0.3 -0.1
H 1.32729 -1.21422 2.94302 0.3 -0.5 -0.4
H 2.81329 -0.41989 1.34048 0.3 0.1 0.3
H 2.42170 -1.82324 0.75534 0.2 -0.3 0.1
```
Positions in Å, forces in eV/Å.

=====

Entry 2:
Molecular formula: C5H15N2
Method: DFT, the ωB97M-V functional and the def2-TZVPD basis

* E_tot: -8401.1448 eV
* total charge: +1
* E_HOMO: -11.692 eV
* LUMO: -3.743 eV
* energy relative to the best compared isomer or geometry (same formula, charge and spin): 147.8 kJ/mol
* HOMO-LUMO gap: 7.949 eV
* structure (SMILES): CNCCCC[NH3+]
* spin multiplicity: 1

Structure (XYZ):
```
22
Properties=species:S:1:pos:R:3:forces:R:3
C 1.85164 -0.94128 -0.27705 -1.3 0.2 -1.0
C 1.04527 0.23395 -0.84895 -0.2 0.4 0.2
C 0.31673 1.06607 0.22329 -0.7 -1.3 1.1
C -1.03137 0.35456 0.60953 0.5 0.5 0.0
N -1.92949 0.17487 -0.50012 0.0 0.7 -0.2
C -3.34021 -0.11586 -0.21257 0.3 -1.2 -0.5
N 2.81007 -0.51890 0.77858 0.7 0.7 0.2
H 1.15290 -1.69436 0.08940 0.4 0.0 0.3
H 2.42507 -1.33635 -1.11057 0.2 -0.3 0.3
H 0.29414 -0.25507 -1.46622 0.0 0.1 -0.2
H 1.62994 0.82687 -1.55870 0.2 0.0 0.3
H 0.86390 0.98859 1.18885 0.0 0.5 -0.4
H 0.13658 2.12676 0.05105 0.2 -0.2 -0.6
H -0.74442 -0.60068 1.07407 -0.2 -0.1 0.3
H -1.49967 0.99226 1.37179 0.0 -0.4 -0.2
H -1.57988 -0.53902 -1.12026 -0.1 0.0 -0.1
H -3.98952 0.24961 -1.00711 0.1 0.4 0.1
H -3.47005 -1.20984 -0.24805 -0.3 0.2 0.4
H -3.66876 0.24947 0.75591 0.1 0.2 0.0
H 3.04306 0.45749 0.56143 0.5 -0.2 0.0
H 2.51595 -0.47087 1.75672 -0.6 -0.4 -0.2
H 3.64635 -1.10346 0.75661 0.1 0.2 0.0
```
Positions in Å, forces in eV/Å.

=====

Entry 3:
Molecular formula: C5H15N2
Method: DFT, the ωB97M-V functional and the def2-TZVPD basis

* E_tot: -8402.2215 eV
* total charge: +1
* E_HOMO: -13.736 eV
* LUMO: -2.763 eV
* energy relative to the best compared isomer or geometry (same formula, charge and spin): 43.9 kJ/mol
* HOMO-LUMO gap: 10.973 eV
* structure (SMILES): CNC[C@@H](C)[NH2+]C
* spin multiplicity: 1

Structure (XYZ):
```
22
Properties=species:S:1:pos:R:3:forces:R:3
C 1.04189 -0.37593 -0.41471 -0.4 0.2 0.6
N 1.24726 -0.24111 1.03174 0.1 0.0 -0.2
C 2.03486 -1.34745 1.59542 0.0 -0.1 0.1
C -0.19494 0.42407 -0.84775 0.1 0.1 -0.7
N -1.24674 0.19934 0.20189 0.1 0.6 0.7
C -1.92167 1.42168 0.75782 -0.3 -0.5 -0.1
C -0.70926 0.02008 -2.21884 -0.2 -0.1 0.2
H 1.91279 -0.09259 -0.99592 0.1 0.1 -0.3
H 0.82557 -1.42090 -0.59971 0.1 -0.4 -0.2
H 1.76766 0.61440 1.19925 -0.2 0.1 0.1
H 2.18065 -1.18730 2.65291 0.0 0.2 0.3
H 3.02441 -1.44171 1.13997 -0.1 -0.1 -0.1
H 1.49614 -2.29358 1.50993 0.0 0.1 -0.2
H -0.01586 1.49851 -0.87146 0.2 0.0 0.3
H -1.98171 -0.42802 -0.10942 0.2 -0.4 -0.1
H -0.68995 -0.19353 0.99186 0.0 -0.2 -0.1
H -2.66526 1.76672 0.04335 0.0 0.1 0.0
H -1.18328 2.18571 0.93558 0.2 0.2 0.1
H -2.40262 1.11808 1.69268 0.0 0.2 -0.2
H -0.02513 0.34384 -2.99411 0.1 0.0 -0.1
H -1.67282 0.49359 -2.40916 0.0 0.0 -0.1
H -0.82198 -1.06390 -2.29132 0.0 0.0 0.0
```
Positions in Å, forces in eV/Å.

=====

Entry 4:
Molecular formula: C5H15N2
Method: DFT, the ωB97M-V functional and the def2-TZVPD basis

* E_tot: -8400.0662 eV
* total charge: +1
* E_HOMO: -13.788 eV
* LUMO: -2.933 eV
* energy relative to the best compared isomer or geometry (same formula, charge and spin): 251.9 kJ/mol
* HOMO-LUMO gap: 10.855 eV
* structure (SMILES): CC[N@@H+](C)CCN
* spin multiplicity: 1

Structure (XYZ):
```
22
Properties=species:S:1:pos:R:3:forces:R:3
N -1.03868 2.28983 -0.42265 0.8 0.4 -0.8
C -1.74499 1.01129 -0.56479 0.1 -1.0 -3.3
C -0.78993 -0.02097 -1.22358 -0.1 1.2 -2.3
N 0.38349 -0.31157 -0.37049 1.7 0.4 3.6
C 0.01772 -0.48808 1.15680 -0.5 -0.6 -1.6
C 1.16746 -0.66603 2.08763 0.2 -2.7 1.0
C 1.44749 -1.28258 -0.85208 -1.1 -0.5 -1.1
H 0.95849 0.50320 -0.24184 -0.3 1.2 -0.5
H -1.77167 2.87526 -0.78647 0.3 1.3 0.4
H -0.22319 2.48145 -1.13107 -2.0 -1.0 1.6
H -2.64903 1.19693 -1.28275 1.5 -1.0 1.2
H -2.10694 0.45292 0.27555 -0.5 0.9 1.1
H -1.31610 -0.99758 -1.45030 0.8 1.2 -0.1
H -0.33331 0.59492 -2.13336 -1.1 -2.1 1.3
H -0.57939 0.35741 1.43871 0.2 0.7 -0.1
H -0.68871 -1.29471 1.17262 -0.1 -0.8 0.0
H 1.03973 -1.59639 2.74978 0.4 1.0 -1.4
H 1.09890 0.07245 2.79139 -0.3 2.2 1.9
H 2.20154 -0.55381 1.79786 0.2 -0.4 -0.9
H 0.90550 -1.69037 -1.69504 0.8 -0.4 -0.7
H 2.41844 -0.81031 -1.12663 -1.0 -0.1 0.2
H 1.60318 -2.12324 -0.18931 0.0 0.2 0.5
```
Positions in Å, forces in eV/Å.

=====

Entry 5:
Molecular formula: C5H15N2
Method: DFT, the ωB97M-V functional and the def2-TZVPD basis

* E_tot: -8398.1268 eV
* total charge: +1
* E_HOMO: -14.113 eV
* LUMO: -5.755 eV
* energy relative to the best compared isomer or geometry (same formula, charge and spin): 439.0 kJ/mol
* HOMO-LUMO gap: 8.357 eV
* spin multiplicity: 1

Structure (XYZ):
```
22
Properties=species:S:1:pos:R:3:forces:R:3
C 0.94043 -1.54766 -0.20342 1.2 1.6 0.6
C -0.04912 -0.04082 -1.98774 3.5 -1.3 -1.1
C -0.09830 -0.29556 2.48904 -1.6 5.8 -1.3
C -1.47245 1.32269 -0.06196 -2.8 1.8 0.6
C 0.40473 -0.15101 -0.46760 -0.8 -0.5 -0.8
N 1.39610 0.72252 0.13363 0.1 0.1 -0.5
N -0.90709 0.08117 0.23752 3.5 -1.8 3.3
H 0.19037 -2.30362 -0.45432 0.8 -0.2 -0.1
H 1.90909 -1.41256 -0.78648 -1.3 -1.6 0.4
H 1.25844 -1.52551 0.87751 -0.4 -0.8 -1.1
H 0.44012 -0.87537 -2.65942 -1.0 1.4 1.6
H -1.08303 -0.11586 -2.03095 -1.8 -0.7 -0.3
H 0.17550 0.86183 -2.54402 0.3 0.5 0.4
H -0.91125 0.22331 3.11064 1.4 -0.6 -1.1
H -0.17241 -1.29505 2.47667 0.1 -3.6 -0.1
H 0.78027 0.30617 2.11071 -0.9 -0.9 0.8
H -2.23969 1.43272 0.76184 0.4 0.6 -1.3
H -0.80881 2.22542 -0.07102 -0.3 -1.2 0.1
H -1.98322 1.18760 -1.05207 0.2 0.9 0.9
H 1.49264 1.62065 -0.31578 0.2 0.0 0.0
H 2.31005 0.25650 0.24686 -0.8 0.6 -0.4
H -1.57237 -0.67756 0.19037 0.0 -0.2 -0.3
```
Positions in Å, forces in eV/Å.

=====

Entry 6:
Molecular formula: C5H15N2
Method: DFT, the ωB97M-V functional and the def2-TZVPD basis

* E_tot: -8400.9507 eV
* total charge: +1
* E_HOMO: -11.073 eV
* LUMO: -3.567 eV
* energy relative to the best compared isomer or geometry (same formula, charge and spin): 166.5 kJ/mol
* HOMO-LUMO gap: 7.506 eV
* spin multiplicity: 1

Structure (XYZ):
```
22
Properties=species:S:1:pos:R:3:forces:R:3
C 1.09491 -0.14124 -0.10977 0.2 -0.2 -0.4
N 2.50451 -0.22489 -0.64931 0.1 0.2 0.2
C 3.06978 1.08425 -1.11475 -0.4 0.1 0.1
H 0.94586 -0.95756 0.58685 -0.1 0.0 0.0
H 0.96554 0.81889 0.37127 0.1 0.1 0.1
H 0.40747 -0.23077 -0.94635 0.0 0.0 0.1
H 2.53607 -0.90345 -1.40938 0.0 0.0 0.0
H 3.12058 -0.58724 0.07799 0.0 -0.1 0.0
H 2.46591 1.44933 -1.94017 0.1 -0.1 -0.1
H 4.10487 0.94581 -1.39996 0.1 0.0 -0.1
H 2.99368 1.78777 -0.28924 0.1 0.0 0.0
C -3.06041 -0.30130 -1.15905 0.1 0.1 0.0
C -2.21235 0.01112 -0.18341 -0.3 0.1 -0.2
N -1.86834 -0.82192 0.87616 0.2 0.0 -0.3
C -1.56957 -0.23611 2.16783 -0.1 0.0 0.2
H -3.60854 -1.23137 -1.16070 -0.1 -0.1 0.0
H -3.23150 0.39359 -1.96242 0.0 0.0 -0.1
H -1.72534 0.98077 -0.22154 0.1 0.0 0.3
H -2.50753 -1.60253 0.92486 0.1 -0.1 0.2
H -0.99078 -0.93655 2.76785 0.0 0.0 0.0
H -0.97371 0.66532 2.04012 0.0 0.1 -0.1
H -2.46108 0.03807 2.73315 -0.1 0.1 0.0
```
Positions in Å, forces in eV/Å.

=====

Entry 7:
Molecular formula: C5H15N2
Method: DFT, the ωB97M-V functional and the def2-TZVPD basis

* E_tot: -8399.8602 eV
* total charge: +1
* E_HOMO: -13.717 eV
* LUMO: -3.110 eV
* energy relative to the best compared isomer or geometry (same formula, charge and spin): 271.7 kJ/mol
* HOMO-LUMO gap: 10.607 eV
* structure (SMILES): CNCC[C@H](C)[NH3+]
* spin multiplicity: 1

Structure (XYZ):
```
22
Properties=species:S:1:pos:R:3:forces:R:3
C 0.85448 2.32590 -1.13496 1.4 2.6 -1.0
C 0.89014 1.19495 -0.17077 0.5 -1.1 -1.1
C -0.42593 1.09188 0.40970 -4.7 -0.7 0.2
C -0.92344 -0.31219 0.85309 -0.5 -0.8 1.3
C -0.93342 -2.72719 1.06090 -2.3 4.5 0.3
N -0.46562 -1.56995 0.12477 0.6 0.3 1.7
N 1.28328 -0.11191 -0.97427 2.3 -0.1 1.5
H 1.89241 2.21823 -1.51525 -0.3 1.6 -0.2
H 0.22424 2.24749 -2.07176 0.2 -0.5 1.4
H 0.56585 3.40242 -0.64254 1.2 -2.8 -1.1
H 1.64101 1.29276 0.62434 0.1 0.0 -0.5
H -0.42297 1.84571 1.21598 -0.3 -0.7 0.1
H -1.32013 1.48446 -0.25291 2.1 -0.5 0.6
H -1.98998 -0.46148 0.69522 -0.4 1.2 0.4
H -0.80695 -0.47991 1.93715 0.4 0.2 -0.5
H -0.42676 -3.60514 0.93353 0.7 -2.4 -1.3
H -2.09370 -2.67464 0.93985 2.1 -1.0 0.7
H -0.60821 -2.44819 2.11958 -0.8 0.0 -1.4
H -1.04606 -1.41666 -0.71264 0.4 -1.5 0.2
H 1.12182 -1.06149 -0.34105 -1.0 1.9 -1.4
H 0.69874 -0.13847 -1.79343 -0.3 -0.4 -0.4
H 2.29119 -0.09656 -1.30453 -1.4 0.3 0.4
```
Positions in Å, forces in eV/Å.

=====

Entry 8:
Molecular formula: C5H15N2
Method: DFT, the ωB97M-V functional and the def2-TZVPD basis

* E_tot: -8399.2357 eV
* total charge: +1
* E_HOMO: -13.712 eV
* LUMO: -2.829 eV
* energy relative to the best compared isomer or geometry (same formula, charge and spin): 332.0 kJ/mol
* HOMO-LUMO gap: 10.883 eV
* structure (SMILES): CCC[NH2+]CCN
* spin multiplicity: 1

Structure (XYZ):
```
22
Properties=species:S:1:pos:R:3:forces:R:3
N 0.17661 2.35683 -0.85309 2.6 4.7 0.6
C 0.19655 2.28376 0.65723 -5.9 0.9 -3.2
C -0.30538 0.83547 0.83516 1.2 -0.9 1.9
N 0.81712 0.03484 0.03040 -0.2 0.5 2.5
C 0.88040 -1.49438 0.33721 0.9 1.6 -2.1
C -0.08855 -2.22536 -0.54105 2.1 -0.3 -2.5
C -1.47845 -2.00915 -0.25352 -2.9 0.7 -0.4
H -0.04087 3.40031 -0.95397 0.8 -2.1 -1.0
H 1.63622 0.67416 0.09731 0.4 -1.2 1.5
H -0.49087 1.90156 -1.39959 -1.8 -1.0 -0.2
H 1.09914 2.72500 1.01506 1.0 -0.8 0.6
H -0.62219 3.10135 0.82841 1.2 -1.9 1.2
H -0.29138 0.56763 1.93553 0.6 -0.3 -1.3
H -1.31746 0.40185 0.50464 1.6 2.0 0.1
H 0.79984 0.28676 -0.92713 -1.5 -0.6 -2.0
H 0.59298 -1.61194 1.34734 0.2 0.0 1.2
H 1.88553 -1.86270 0.08349 -0.2 0.5 0.6
H 0.34803 -3.22722 -0.49307 -0.8 -0.3 -0.4
H -0.10538 -1.85476 -1.65668 1.3 -0.8 1.8
H -2.06873 -2.24441 -1.12506 -0.3 -0.6 -0.3
H -1.56878 -0.93774 -0.27813 -0.6 0.3 0.3
H -2.03967 -2.40361 0.57051 0.4 -0.3 0.9
```
Positions in Å, forces in eV/Å.

=====

Entry 9:
Molecular formula: C5H15N2
Method: DFT, the ωB97M-V functional and the def2-TZVPD basis

* E_tot: -8401.8445 eV
* total charge: +1
* E_HOMO: -14.769 eV
* LUMO: -3.183 eV
* energy relative to the best compared isomer or geometry (same formula, charge and spin): 80.3 kJ/mol
* HOMO-LUMO gap: 11.586 eV
* spin multiplicity: 1

Structure (XYZ):
```
22
Properties=species:S:1:pos:R:3:forces:R:3
C 0.95810 3.06942 1.18314 -0.1 -0.3 -0.2
C 0.41326 1.65646 1.01960 -0.3 0.4 0.4
N 0.76905 1.09411 -0.30557 -0.1 -0.4 0.1
H 0.59958 3.70634 0.37417 -0.1 0.1 0.0
H 0.63442 3.49943 2.12783 0.1 0.0 0.0
H 2.04742 3.05698 1.12175 0.0 0.1 0.2
H 0.75265 0.99198 1.81466 0.3 -0.1 -0.2
H -0.67534 1.64410 1.10200 0.0 0.1 -0.2
H 1.76006 1.22556 -0.49314 0.1 0.0 0.0
H 0.27262 1.60637 -1.03359 0.0 -0.1 0.0
C -2.15224 -0.78943 -0.68298 0.2 0.1 -0.1
C -1.18141 -1.78780 -0.05500 -0.2 0.1 -0.7
C 1.00506 -2.39331 -0.70393 -0.4 0.5 0.6
N 0.20007 -1.44204 -0.47454 -0.3 -0.2 0.5
H -1.99806 0.20976 -0.26994 0.1 0.0 -0.1
H -1.97843 -0.78156 -1.75902 -0.1 0.2 0.0
H -3.20590 -1.00756 -0.52507 0.1 -0.3 0.2
H -1.26762 -1.78602 1.02880 0.2 -0.1 0.1
H -1.36782 -2.78375 -0.45682 -0.2 -0.1 0.3
H 2.01679 -2.16385 -1.01413 0.1 -0.2 0.0
H 0.67221 -3.40284 -0.47217 0.3 -0.2 -0.5
H 0.50343 -0.09816 -0.36961 0.2 0.4 -0.5
```
Positions in Å, forces in eV/Å.

=====

Entry 10:
Molecular formula: C5H15N2O
Method: DFT, the ωB97M-V functional and the def2-TZVPD basis

* E_tot: -10451.8142 eV
* E_HOMO (alpha / beta): -3.040 / -9.322 eV
* LUMO (alpha / beta): 0.813 / 0.713 eV
* energy relative to the best compared isomer or geometry (same formula, charge and spin): 212.6 kJ/mol
* HOMO-LUMO gap (alpha / beta): 3.853 / 10.035 eV
* spin multiplicity: 2

Structure (XYZ):
```
23
Properties=species:S:1:pos:R:3:forces:R:3
C 0.64224 -0.22352 -1.85999 -0.9 0.1 -0.4
O 0.03533 -1.51055 -1.84477 0.2 0.1 0.1
C 1.84185 -0.13697 -0.94857 0.4 -0.5 0.4
N 2.02972 1.24764 -0.44631 -1.5 0.0 0.2
H -0.09175 0.56971 -1.63376 0.1 -0.3 0.2
H 0.92021 -0.02718 -2.89832 0.1 -0.2 0.1
H -0.25216 -1.69022 -0.93961 0.0 0.1 -0.1
H 1.75945 -0.78578 -0.04997 -0.2 0.3 -0.6
H 2.73815 -0.45728 -1.48539 0.0 0.1 0.2
H 1.19867 1.53504 0.21146 0.9 -0.4 -0.7
H 2.08375 1.93513 -1.20855 0.1 0.3 -0.5
H 2.89826 1.33320 0.07541 1.0 0.1 0.7
C -2.45175 -1.51805 1.04050 0.9 -0.3 0.1
C -1.72130 -0.22031 0.64159 0.0 -1.1 1.0
C -0.65280 0.20819 1.34345 -1.5 0.6 -0.6
N -0.11997 1.55652 1.29431 0.2 -1.7 0.3
H -2.06528 -1.88955 2.01392 -0.4 0.3 -0.5
H -3.54001 -1.37419 1.10147 0.4 0.1 0.1
H -2.29455 -2.35242 0.33756 -0.1 0.3 0.0
H -2.22132 0.29912 -0.16913 0.3 0.5 0.2
H -0.21447 -0.45246 2.08978 0.0 0.3 -0.1
H 0.31400 1.71368 2.19641 0.2 0.4 0.0
H -0.83628 2.24024 1.13849 -0.4 0.3 -0.1
```
Positions in Å, forces in eV/Å.

=====

Entry 11:
Molecular formula: C5H15N2O
Method: DFT, the ωB97M-V functional and the def2-TZVPD basis

* E_tot: -10449.4251 eV
* total charge: +1
* E_HOMO: -14.147 eV
* LUMO: -2.797 eV
* energy relative to the best compared isomer or geometry (same formula, charge and spin): 109.6 kJ/mol
* HOMO-LUMO gap: 11.350 eV
* spin multiplicity: 1

Structure (XYZ):
```
23
Properties=species:S:1:pos:R:3:forces:R:3
C -0.86094 0.78546 -2.70075 -0.5 -0.2 -0.6
C -0.66226 0.66960 -1.20948 -0.7 -0.1 0.3
C -1.29938 -0.62542 -0.67540 0.8 0.0 0.3
C -0.94197 -1.12948 0.74107 -0.9 0.7 0.0
C 0.99315 -2.12696 1.68502 -0.7 0.2 0.4
N 0.49172 -1.24108 0.93348 0.4 -0.4 -0.3
N 0.80548 0.76023 -0.90115 0.4 0.1 -0.1
H -0.76762 1.79889 -3.08206 0.4 0.0 0.0
H -1.84619 0.44591 -3.02450 -0.2 0.1 0.4
H -0.21133 0.08656 -3.22782 0.4 0.2 -0.1
H -1.11484 1.51542 -0.69191 0.0 0.0 0.0
H -2.36692 -0.43516 -0.72580 -0.2 -0.2 0.0
H -1.06188 -1.43024 -1.36169 0.0 -0.2 -0.3
H -1.28940 -0.41236 1.49130 -0.1 0.1 -0.1
H -1.54826 -2.03594 0.88864 0.6 -0.1 0.2
H 2.06355 -2.17853 1.82649 0.2 0.1 -0.1
H 0.38560 -2.80994 2.30244 0.1 0.1 -0.5
H 0.99672 0.16283 -0.05332 0.1 0.0 0.2
H 1.11392 1.73198 -0.80515 -0.1 -0.2 0.2
H 1.35689 0.36761 -1.66374 0.0 -0.1 -0.1
H 1.90771 2.74312 3.79164 0.2 -0.1 0.1
H 2.23633 1.30616 3.27009 -0.2 0.6 0.2
O 1.61992 2.05133 3.19261 0.0 -0.5 -0.5
```
Positions in Å, forces in eV/Å.